Record 1
Molecular formula: C5H8O2S
Method: DFT, ωB97M-V with the def2-TZVPD basis set

XYZ file:
```
16
C5H8O2S (ωB97M-V with the def2-TZVPD basis set)
C 1.075 -0.600 -0.488
C 0.597 -1.702 0.439
C -1.242 0.166 -0.074
C -2.343 0.878 -0.201
C 0.201 0.604 -0.294
H 2.544 0.475 0.403
H 1.011 -0.850 -1.569
H 0.793 -1.442 1.448
H 1.062 -2.685 0.265
H -2.344 2.028 -0.454
H -3.392 0.549 -0.319
H 0.167 1.265 -1.170
H -0.089 1.842 1.219
O 2.425 -0.182 -0.325
O 0.705 1.286 0.938
S -1.170 -1.631 0.181
```

As for the SMILES: C=C1SC[C@H](O)[C@@H]1O. The HOMO energy is -8.651 eV. As for the HOMO-LUMO gap: 9.32 eV. As for the max |F|: 3.49 eV/Å. The LUMO energy is 0.673 eV. Its relative energy (zero: lowest compared OMol25 entry of this formula, charge and spin) is 31.66 kcal per mole.

***

Record 2
Molecular formula: C25H70N2O9
Method: DFT, ωB97M-V with the def2-TZVPD basis set

XYZ file:
```
106
C25H70N2O9 (ωB97M-V with the def2-TZVPD basis set)
C 1.456 2.243 0.282
C 0.526 1.048 0.188
C 0.355 0.334 1.547
O -0.721 1.409 -0.340
H 1.055 3.075 0.861
H 1.662 2.620 -0.720
H 2.400 1.954 0.745
H 1.061 0.292 -0.386
H 1.247 -0.213 1.854
H -0.465 -0.372 1.417
H 0.084 1.081 2.293
H -1.192 1.857 0.367
C 3.733 -1.309 0.425
C 5.050 -2.110 0.285
C 4.733 -3.589 0.345
O 5.663 -1.792 -0.918
H 3.075 -1.408 -0.438
H 3.916 -0.247 0.590
H 3.199 -1.706 1.288
H 5.789 -1.860 1.045
H 5.487 -4.355 0.165
H 4.036 -3.788 -0.470
H 4.170 -3.835 1.245
H 4.961 -1.797 -1.573
C 0.734 -3.782 2.576
C 1.778 -4.488 3.449
C 1.536 -4.260 4.951
O 1.692 -5.879 3.296
H 0.772 -2.704 2.736
H -0.284 -4.114 2.777
H 0.965 -4.018 1.537
H 2.722 -4.043 3.134
H 2.255 -4.783 5.582
H 0.505 -4.512 5.201
H 1.562 -3.201 5.210
H 1.008 -6.187 3.894
C -1.845 -3.039 -0.814
C -1.050 -2.182 -1.788
C 0.099 -3.027 -2.386
O -1.761 -1.742 -2.861
H -2.127 -3.953 -1.337
H -2.781 -2.605 -0.461
H -1.223 -3.284 0.046
H -0.582 -1.295 -1.360
H -0.326 -3.902 -2.879
H 0.757 -3.372 -1.589
H 0.727 -2.452 -3.066
H -2.406 -1.145 -2.477
C -4.725 0.173 -3.130
C -4.559 0.633 -1.678
C -5.697 0.142 -0.862
O -3.372 0.018 -1.227
H -5.575 0.719 -3.538
H -4.883 -0.905 -3.169
H -3.891 0.352 -3.808
H -4.615 1.718 -1.588
H -5.668 0.452 0.183
H -5.700 -0.944 -0.771
H -6.615 0.401 -1.389
H -2.738 0.694 -0.978
C -1.961 3.279 -7.564
C -0.793 3.596 -6.604
C -0.377 2.374 -5.679
O -1.404 2.161 -4.647
C -0.934 1.261 -3.634
N 0.388 4.057 -7.276
H -2.102 3.981 -8.385
H -2.843 3.053 -6.964
H -1.778 2.349 -8.103
H -1.001 4.442 -5.950
H 0.605 2.539 -5.235
H -0.297 1.515 -6.345
H -1.684 1.052 -2.871
H 0.025 1.402 -3.135
H -0.862 0.266 -4.073
H 0.118 4.792 -7.915
H 0.738 3.306 -7.854
C -0.256 -1.091 5.530
C 0.507 -0.008 6.257
C 1.296 0.964 5.298
O 2.173 0.194 4.484
C 3.055 0.976 3.638
N -0.402 0.686 7.119
H -0.675 -1.894 6.137
H 0.324 -1.572 4.742
H -1.091 -0.655 4.982
H 1.261 -0.504 6.867
H 1.767 1.731 5.913
H 0.593 1.493 4.655
H 3.784 1.348 4.358
H 2.718 1.764 2.964
H 3.617 0.233 3.073
H -1.183 1.113 6.643
H -0.797 -0.034 7.707
C -2.454 1.831 2.791
O -2.717 2.269 1.492
H -1.574 2.318 3.211
H -3.306 2.196 3.364
H -2.405 0.742 2.798
H -3.379 2.965 1.475
C 1.200 4.961 -2.105
O 1.056 5.974 -3.075
H 2.224 4.850 -1.749
H 0.515 5.042 -1.261
H 0.971 4.072 -2.692
H 1.373 5.593 -3.897
```

As for the SMILES: COC[C@H](C)N.COC[C@H](C)N.CC(C)O.CC(C)O.CC(C)O.CC(C)O.CC(C)O.CO.CO. The HOMO energy is -9.324 eV. As for the HOMO-LUMO gap: 9.53 eV. As for the max |F|: 2.47 eV/Å. The LUMO energy is 0.207 eV. Its relative energy (zero: lowest compared OMol25 entry of this formula, charge and spin) is 30.93 kcal per mole.

***

Record 3
Molecular formula: C4H11NO
Method: DFT, ωB97M-V with the def2-TZVPD basis set

XYZ file:
```
17
C4H11NO (ωB97M-V with the def2-TZVPD basis set)
C -0.543 2.353 -0.351
C 0.324 1.425 0.407
O -0.037 1.163 1.581
N 1.590 1.186 -0.221
H -1.358 2.637 0.321
H -1.051 1.873 -1.150
H 2.121 0.288 0.175
H 2.012 1.670 -0.969
H 0.060 3.271 -0.614
C -1.384 -2.734 -0.340
C 0.150 -2.864 -0.667
H -1.791 -1.681 -0.856
H -2.119 -3.524 -0.655
H -1.359 -2.709 0.758
H 0.374 -2.982 -1.753
H 0.578 -3.619 -0.212
H 0.409 -1.917 -0.438
```

As for the SMILES: CC(N)=O.CC. The HOMO energy is -9.909 eV. As for the HOMO-LUMO gap: 10.69 eV. As for the max |F|: 6.59 eV/Å. The LUMO energy is 0.778 eV. Its relative energy (zero: lowest compared OMol25 entry of this formula, charge and spin) is 45.27 kcal per mole.